Entry 1:
The following is a quantum chemistry calculation of a 2-piece molecular cluster, C25H29N6O5S overall at a distorted geometry, from the OMol25 dataset.

Summary:
Total energy in hartree: -2072.7441
Total charge: +1
LUMO energy in eV: -3.12

Atoms and positions in Å:
H: -2.79125 -5.26513 -0.54019
N: 0.57475 0.13325 2.09663
C: -1.06996 -3.93612 1.27777
H: -0.54795 -11.03813 -2.28574
H: 1.30227 -0.09315 2.76614
C: 0.51440 2.76181 1.98211
C: 0.31748 4.65692 0.47421
O: -3.75775 -4.71595 -2.59878
H: -1.57914 -6.59025 1.21313
C: -1.39881 9.30843 -0.24267
H: -2.57309 9.71940 1.51991
C: -0.35484 -4.93224 0.66258
H: 3.95682 3.83015 -0.85362
H: -0.30490 5.28946 -0.15294
N: -0.31873 -2.77331 1.19013
N: 0.82288 -4.37132 0.20051
H: -0.57341 -1.85637 1.57363
C: 2.46571 4.08531 1.39982
H: 5.33777 4.92279 -0.59058
H: 0.97168 0.58290 1.28170
O: 3.69686 7.11991 -1.57701
H: -0.02364 8.77583 -1.81005
H: -0.47286 -6.62529 -1.63025
H: 0.05667 -7.02476 0.74293
H: -0.14101 -8.77128 -2.03590
H: 1.61300 -2.35169 0.30524
N: -2.37112 -5.80772 -1.27812
N: -0.98053 -9.09434 -1.58464
C: 0.29778 7.88029 1.46157
O: -1.64921 1.10979 2.60366
H: -1.34560 3.42841 1.08395
H: 1.56214 -4.86792 -0.28278
C: 2.32272 5.98596 -0.21766
C: 0.59997 7.95608 0.09193
C: 0.82372 -3.06238 0.53152
H: 0.95771 7.33986 2.13431
C: -1.69090 9.22612 1.12159
H: -2.04242 -4.04077 1.75071
C: 1.69618 4.90176 0.55918
C: -2.93291 -5.60321 -2.46911
C: -0.25432 8.68610 -0.75142
C: 1.88510 3.03192 2.11266
H: -1.34587 -10.96733 -0.69671
C: 4.41577 4.77236 -1.15873
C: -1.29048 -6.74057 -0.91982
H: -2.27796 -10.64299 -2.16850
H: -1.45363 -6.37824 -3.82354
O: -2.79753 -8.52045 -0.38862
N: 2.60536 7.97731 -1.26854
C: -1.76069 -8.20600 -0.95739
H: -3.04342 -6.05936 -4.54367
H: -2.83236 -7.47583 -3.50336
C: 3.48769 5.93284 -0.94004
H: 4.66759 4.70109 -2.22061
C: -2.52631 -6.44318 -3.66372
C: -0.78527 -6.37694 0.49180
H: -1.05946 8.45999 3.03605
C: -1.30214 -10.51845 -1.69204
H: 2.50924 2.43759 2.77753
O: 0.25439 1.17009 4.23032
C: 1.80805 7.32779 -0.45865
C: -0.27251 3.59661 1.17372
C: -0.83933 8.51625 1.97401
H: -2.05191 9.86799 -0.90617
H: 3.52543 4.28818 1.52108
S: -0.23593 1.37011 2.86954



Entry 2:
The following is a quantum chemistry calculation of C25H29N7NiO3S2 as an isolated structure at a distorted geometry, from the OMol25 dataset.

Summary:
<S²>: 0.778
Total energy in hartree: -3883.7493
Spin multiplicity: 2
Total charge: -1
LUMO energy (alpha / beta) in eV: 2.63 / 2.63

Atoms and positions in Å:
H: 5.54605 -2.36856 1.99406
N: 0.96423 -0.95304 -0.71946
C: -1.81272 0.44682 2.75757
C: 2.16143 3.24238 -2.07202
C: 2.40573 2.20893 -4.23554
C: 0.68946 1.45493 -2.71212
H: 1.02619 0.62108 -4.65720
C: 4.02282 0.52309 0.01305
H: 3.60391 2.89529 -5.74039
H: 0.05644 -0.92517 4.04774
C: -3.06390 -2.33865 1.64090
C: -2.11254 1.66012 -0.20314
Ni: -1.02682 -0.71074 -0.00803
C: -1.16807 -2.75835 0.06984
H: 3.69391 1.05535 -0.87905
H: 0.73747 -0.10966 2.61292
C: -2.57342 -2.67545 0.35351
H: 3.81774 1.15780 0.87941
C: 3.68920 -1.55642 1.26579
N: -0.76787 1.44269 -0.17974
H: 5.34650 -2.42097 0.22453
C: 2.80541 3.15785 -3.29196
N: -2.72021 2.84503 -0.04938
N: -1.20208 -0.81229 2.33790
H: -2.82267 0.52025 2.35069
N: 3.28788 -0.73516 0.12526
C: -4.42589 -2.36122 1.88606
H: 0.56752 -1.88071 2.62560
H: -6.40880 -2.77860 1.13453
H: 3.62722 3.82847 -3.52154
O: -0.00651 3.88654 -0.00533
H: -1.22359 1.28596 2.39027
H: -1.43815 -2.79902 2.93035
C: -4.87416 -3.05715 -0.35285
C: -5.35000 -2.74466 0.91163
H: -0.12427 0.78338 -2.47203
C: -2.07806 -1.94576 2.71969
N: 3.10466 2.07291 -5.44413
C: 2.03628 -0.83316 -0.31464
C: 0.11342 -0.94244 2.94720
H: -2.61925 -1.69534 3.64243
C: -4.08852 0.49263 -0.26156
H: 5.70223 -0.36450 -0.99179
H: 3.10930 -2.47954 1.26054
H: -4.58348 -0.46846 -0.35212
H: -5.56720 -3.35485 -1.13239
H: -4.52440 3.79020 0.14116
H: 2.57665 1.65578 -6.19298
C: -3.51485 -2.98901 -0.63986
H: 2.47251 3.97674 -1.33868
C: -4.80078 1.66775 -0.07747
H: 3.49559 -1.01423 2.19899
C: 1.10226 2.38902 -1.77520
S: 0.39065 2.51319 -0.16097
C: 5.16958 -1.82539 1.12862
H: -4.77709 -2.07629 2.87365
C: -4.04432 2.82345 0.00766
H: 6.09438 1.08639 -0.03652
N: -2.76982 0.47122 -0.34589
H: -5.87914 1.67406 -0.01525
H: -1.87411 0.51019 3.85551
C: 1.34004 1.36699 -3.93406
H: -3.14984 -3.22101 -1.63292
S: -0.18021 -3.90644 0.68372
O: 5.90669 -0.60976 1.05227
C: 5.49408 0.17808 -0.06141
O: 1.41534 2.02742 0.74456